1.
16
Properties=species:S:1:pos:R:3:forces:R:3 method="wB97M-V/def2-TZVPD" charge=+1 e_homo_ev="-13.99 / -13.99" total_energy_ev=-18100.18772 e_above_lowest_ev=3.339
C -0.944 -1.982 -3.104 1.589 -1.207 1.174
C 0.894 -0.957 0.220 -0.816 -1.186 -1.476
C 0.696 0.356 2.107 -1.190 4.042 1.713
C -0.380 0.946 0.011 -1.005 3.649 -1.727
N 0.336 0.046 0.767 1.078 -2.322 0.730
N -0.620 -1.480 -1.983 -0.688 1.183 0.074
S 0.860 -1.774 -1.284 0.376 -0.426 -0.163
H -0.326 -2.713 -3.628 0.143 0.268 -0.276
H -1.935 -1.863 -3.416 -1.313 0.512 -0.595
H 1.500 -1.532 0.833 1.559 -0.829 1.241
H 0.564 -0.266 2.965 -0.385 -1.428 -0.263
H 0.010 1.229 2.296 0.730 -0.758 0.422
H 1.675 0.803 2.192 0.561 -0.080 -0.380
H -1.482 0.895 0.041 0.468 0.376 0.989
H -0.226 0.632 -0.975 0.271 -0.047 -1.721
H 0.116 2.002 0.076 -1.379 -1.745 0.259

2.
16
Properties=species:S:1:pos:R:3:forces:R:3 method="wB97M-V/def2-TZVPD" charge=0 e_homo_ev=-8.08 total_energy_ev=-8761.36899 e_above_lowest_ev=3.156
C -2.761 -0.646 -0.041 -2.379 -2.329 0.596
C -1.101 0.611 -0.923 1.416 1.560 -0.446
C -0.021 -0.019 -0.178 0.989 1.330 -1.241
C 1.214 0.531 -0.321 0.753 0.420 0.648
H -2.262 -0.629 0.947 -0.659 0.038 -0.059
H -3.921 -0.518 0.001 2.046 -0.746 0.559
H -2.532 -1.716 -0.453 -0.411 1.812 0.364
H -0.703 1.478 -1.541 -0.820 -0.928 0.444
H -0.165 -0.840 0.462 -0.095 -0.884 0.662
H 1.493 1.432 -0.934 -1.002 -1.025 0.328
H 3.024 1.002 0.462 -1.177 -1.951 0.262
H 3.287 -1.148 1.463 -2.622 0.616 0.491
H 1.868 -0.285 2.235 1.310 -1.704 -1.476
N -2.342 0.411 -0.852 0.595 0.790 -1.468
N 2.358 0.167 0.372 0.499 2.062 -1.642
N 2.259 -0.811 1.357 1.556 0.940 1.979

3.
16
Properties=species:S:1:pos:R:3:forces:R:3 method="wB97M-V/def2-TZVPD" charge=0 e_homo_ev=-8.27 total_energy_ev=-8762.97136 e_above_lowest_ev=1.554
C -0.300 -0.325 1.835 -1.579 -1.918 0.309
C 0.692 0.076 0.848 0.708 0.000 -1.663
C 1.977 0.174 1.178 1.052 -0.430 -0.100
C -0.939 0.030 -1.104 3.144 -0.046 -1.214
H -0.473 -1.480 1.632 -0.036 2.282 0.619
H -1.281 0.203 1.660 1.059 -0.683 0.635
H 0.153 -0.201 2.842 -0.721 -0.035 -0.594
H 2.196 -0.136 2.191 0.295 0.387 0.068
H 2.858 0.276 0.501 -1.078 0.126 0.400
H 1.197 0.286 -1.117 -2.636 0.004 1.023
H -0.945 1.378 -2.596 0.579 -1.728 -0.421
H -0.002 -0.088 -2.973 -1.441 1.194 0.816
H -2.610 -0.315 -1.318 -0.791 -0.579 0.323
N 0.303 0.209 -0.515 2.550 0.187 0.068
N -0.868 0.326 -2.521 0.252 0.892 -0.310
N -1.958 -0.412 -0.543 -1.356 0.348 0.043

4.
16
Properties=species:S:1:pos:R:3:forces:R:3 method="wB97M-V/def2-TZVPD" charge=0 e_homo_ev=-7.31 total_energy_ev=-8759.33349 e_above_lowest_ev=5.191
C 2.725 0.154 -0.808 -0.045 0.093 0.128
C 0.178 -1.505 -0.104 1.397 -4.438 1.135
C -1.227 0.278 1.230 1.497 -2.338 1.277
C -1.044 1.695 -0.732 -0.119 -1.382 -0.224
N 2.985 0.719 0.132 0.765 1.237 1.900
N -0.156 -0.334 -0.732 2.563 -2.293 -3.367
N -0.775 0.527 -0.152 -2.453 5.265 3.115
H 1.103 -1.873 -0.612 -0.723 -0.028 0.303
H 0.462 -1.653 1.014 -0.379 1.041 -1.555
H -0.581 -2.326 -0.275 0.468 0.515 0.067
H -1.191 -0.902 1.294 -0.770 2.808 0.416
H -0.515 0.668 2.023 -0.728 -0.348 -1.215
H -2.205 0.666 1.376 -0.660 0.288 0.048
H -1.258 2.620 -0.294 -0.672 0.512 1.271
H 2.383 -0.386 -1.594 -0.657 -1.153 -2.026
H -0.883 1.652 -1.765 0.517 0.220 -1.274

5.
16
Properties=species:S:1:pos:R:3:forces:R:3 method="wB97M-V/def2-TZVPD" charge=0 e_homo_ev=-7.31 total_energy_ev=-8758.06403 e_above_lowest_ev=6.461
C -1.595 -0.056 0.182 -3.597 1.285 -0.582
C -0.914 0.965 -0.673 -0.544 -1.457 -0.211
C -1.161 -0.393 -1.169 4.214 -0.469 0.617
C 1.528 -0.512 0.847 0.074 0.264 1.634
N 0.430 1.336 -0.365 2.184 0.042 -0.061
N 0.895 -0.699 -1.306 -4.697 1.816 -3.954
N 1.271 0.182 -0.399 1.415 0.584 1.303
H -1.140 -0.282 1.085 0.562 -0.911 1.323
H -2.751 0.148 0.243 2.168 -0.577 0.226
H -1.505 1.765 -0.945 -0.913 1.660 -0.825
H -1.672 -0.844 -1.962 -0.642 -0.314 -1.018
H 1.835 -1.508 0.544 -0.237 -0.134 0.349
H 2.391 -0.157 1.432 -0.439 0.519 -0.278
H 0.627 -0.535 1.487 0.714 -0.246 -0.092
H 0.802 2.075 -1.008 -0.495 -1.350 0.572
H 1.211 -1.638 -1.261 0.233 -0.712 0.997

6.
16
Properties=species:S:1:pos:R:3:forces:R:3 method="wB97M-V/def2-TZVPD" charge=0 e_homo_ev="-8.73 / -8.73" total_energy_ev=-8761.00354 e_above_lowest_ev=3.521
C -1.702 0.606 -0.376 -1.846 0.835 -0.569
C 0.982 1.388 -0.329 -1.329 -0.400 2.036
C 0.617 0.000 -0.859 -1.587 -0.801 0.782
C -0.771 -0.491 -0.347 1.223 2.325 2.821
N -2.488 1.458 -0.488 1.055 -1.068 0.227
N -1.257 -1.738 -0.630 4.514 -0.873 0.581
N -0.850 -0.487 1.863 1.429 0.808 -1.556
H 1.356 1.348 0.745 -0.470 -0.261 -1.307
H 0.077 2.032 -0.291 0.791 -0.163 -0.267
H 1.744 1.831 -0.897 0.936 0.675 -0.930
H 1.392 -0.713 -0.541 -0.310 -0.059 -0.704
H 0.300 -0.040 -1.931 1.313 0.207 0.314
H -0.545 -2.376 -0.108 -1.927 0.826 -1.369
H -2.110 -1.767 -0.191 -2.665 -0.904 1.082
H -1.828 -0.311 1.892 -1.569 -0.291 -0.192
H -0.585 0.408 2.356 0.441 -0.857 -0.949

7.
16
Properties=species:S:1:pos:R:3:forces:R:3 method="wB97M-V/def2-TZVPD" charge=0 e_homo_ev=-6.95 total_energy_ev=-8761.48417 e_above_lowest_ev=3.041
C 1.568 -0.684 0.376 -0.078 -0.080 -0.030
C -0.150 1.110 0.061 -0.087 -0.103 -0.034
C 0.184 -0.214 0.032 0.229 0.403 0.102
N -1.520 1.584 -0.279 0.101 -0.119 0.018
N 0.396 2.301 0.326 -0.048 -0.074 -0.020
C -0.666 -2.349 -0.406 0.027 0.494 0.054
N -0.830 -1.079 -0.334 -0.214 -0.588 -0.115
H -0.900 2.647 -0.006 0.084 -0.118 0.013
H 1.364 2.381 0.605 -0.086 -0.042 -0.028
H -2.231 1.212 0.347 0.081 0.026 -0.038
H -1.787 1.360 -1.234 0.049 0.015 0.078
H 1.557 -1.374 1.227 -0.002 0.028 -0.028
H 2.031 -1.217 -0.462 -0.018 0.022 0.027
H 2.221 0.150 0.637 -0.055 -0.008 -0.016
H -1.510 -2.964 -0.700 0.011 0.045 0.007
H 0.274 -2.863 -0.190 0.007 0.100 0.011

8.
16
Properties=species:S:1:pos:R:3:forces:R:3 method="wB97M-V/def2-TZVPD" charge=+2 e_homo_ev=-20.60 total_energy_ev=-8740.53236 e_above_lowest_ev=5.219
C 1.507 -1.399 0.401 3.676 -0.362 -0.088
C -1.770 1.176 -0.495 -1.653 -1.542 -0.377
C 3.357 0.262 -0.015 1.123 0.622 -1.999
C -1.993 -0.541 -0.411 -0.561 2.384 2.150
N 2.450 -0.497 0.336 -3.844 -2.056 1.005
N 0.203 -1.408 -0.022 -1.290 0.988 -0.372
N -0.768 -0.725 0.307 1.818 1.702 1.457
H 1.869 -2.458 0.546 -0.326 1.083 0.114
H -2.410 1.303 -1.337 -1.253 0.712 -0.429
H -2.043 1.895 0.362 0.439 -1.684 -1.051
H 4.069 0.835 0.582 -0.556 -0.039 0.645
H 3.496 0.348 -1.114 0.213 -0.178 0.459
H -2.191 -1.126 -1.296 0.701 0.051 -0.481
H -2.788 -0.775 0.328 0.181 0.500 -0.317
H -0.857 1.334 -1.018 1.271 0.275 0.310
H -0.691 0.126 1.042 0.060 -2.456 -1.026

9.
17
Properties=species:S:1:pos:R:3:forces:R:3 method="wB97M-V/def2-TZVPD" charge=0 e_homo_ev=-8.92 total_energy_ev=-10810.97282 smiles="[H]/N=C(/NC)C(=O)NC" e_above_lowest_ev=1.489
C -1.713 -0.333 1.437 0.567 0.632 0.311
C 0.660 1.125 -1.750 -0.147 0.020 -0.464
N -0.939 -1.240 0.630 -0.228 -0.152 0.313
N 0.893 1.186 -0.328 1.024 1.211 1.337
C 1.105 0.222 0.651 -4.159 0.648 -1.932
C 0.270 -1.015 0.075 2.692 -0.531 1.733
N 0.795 -1.868 -0.707 -0.314 -0.411 -0.720
O 1.341 0.499 1.805 0.800 -0.633 -0.412
H -1.234 -2.206 0.610 0.003 0.127 -0.321
H 1.066 2.133 0.006 0.223 -0.336 0.013
H 1.737 -1.648 -1.011 -0.028 0.167 0.284
H -2.101 -0.838 2.319 0.035 -0.015 0.054
H -1.094 0.521 1.774 -0.297 -0.534 -0.119
H -2.539 0.061 0.869 -0.474 0.220 -0.165
H 0.073 0.254 -2.036 0.215 -0.087 0.050
H 0.070 2.003 -2.053 0.276 -0.205 0.207
H 1.611 1.144 -2.292 -0.185 -0.123 -0.170

10.
17
Properties=species:S:1:pos:R:3:forces:R:3 method="wB97M-V/def2-TZVPD" charge=0 e_homo_ev=-6.98 total_energy_ev=-10808.60367 e_above_lowest_ev=3.858
C -1.187 -0.594 -0.693 -0.320 -1.091 0.971
N -1.977 -0.939 -1.744 0.250 0.451 -0.178
N -1.646 -0.395 0.515 0.485 0.097 -0.314
O 0.095 -0.665 -0.939 0.671 0.350 0.475
H -2.914 -1.264 -1.582 0.157 0.047 0.066
H -2.629 -0.179 0.602 0.003 -0.175 0.083
H -1.509 -1.246 -2.581 -0.054 0.086 0.011
H -0.708 -0.446 1.368 0.801 0.881 0.118
C 1.056 -0.043 0.116 -0.631 -0.124 -0.954
C 1.580 2.226 0.085 -0.015 -0.217 -0.004
C 0.848 -0.625 1.463 -1.644 -0.336 0.000
N 0.670 1.355 0.066 0.293 0.151 0.082
H 2.043 -0.203 -0.345 -0.250 -0.015 -0.202
H 2.652 1.992 0.085 -0.048 -0.062 0.054
H 1.301 3.274 0.107 0.011 0.072 -0.040
H 0.550 -1.669 1.447 0.503 -0.523 -0.519
H 1.776 -0.578 2.031 -0.212 0.407 0.352

11.
17
Properties=species:S:1:pos:R:3:forces:R:3 method="wB97M-V/def2-TZVPD" charge=0 e_homo_ev=-8.22 total_energy_ev=-10809.35339 e_above_lowest_ev=3.108
C -0.965 -1.269 0.856 0.006 -0.248 -0.346
C 1.167 0.501 0.163 2.259 0.093 0.744
C -0.659 -0.717 -0.521 0.755 1.120 -0.020
N -0.184 2.416 0.411 0.786 -0.378 0.218
N -1.523 -1.067 -1.525 -0.277 0.141 -0.014
C 2.402 -0.002 0.258 0.007 0.226 0.353
O 0.802 1.532 1.040 -0.931 -0.684 -0.885
N 0.315 0.093 -0.833 -2.160 -0.861 0.049
H 0.447 3.061 -0.066 -0.279 0.215 -0.096
H -0.551 1.819 -0.337 -0.199 0.420 0.066
H -1.425 -0.482 -2.349 0.011 -0.216 0.134
H -2.486 -1.236 -1.259 0.308 -0.174 -0.032
H -1.213 -2.332 0.769 -0.048 0.161 0.015
H -0.132 -1.173 1.553 -0.035 0.174 -0.232
H -1.834 -0.744 1.262 0.096 -0.034 -0.004
H 2.750 -0.758 -0.436 -0.227 -0.015 0.158
H 3.090 0.357 1.015 -0.072 0.059 -0.107

12.
17
Properties=species:S:1:pos:R:3:forces:R:3 method="wB97M-V/def2-TZVPD" charge=0 e_homo_ev=-8.77 total_energy_ev=-10807.05910 e_above_lowest_ev=5.403
C -2.034 -1.156 0.496 0.369 -1.063 -0.446
C -0.088 0.812 -0.336 -0.838 2.765 1.505
C 0.658 2.079 0.133 1.132 -1.763 1.596
C 2.683 -1.229 -0.329 -2.323 -0.307 2.136
H -2.651 -2.086 0.328 0.787 0.760 0.411
H -0.894 -1.448 0.728 -2.902 0.648 -0.350
H -2.522 -0.543 1.287 0.673 -0.523 -0.192
H -3.008 0.072 -1.003 1.863 -2.091 0.735
H -0.032 2.847 0.519 0.362 -0.405 -0.612
H 1.388 1.714 0.997 -1.686 1.064 -1.646
H 1.347 2.377 -0.662 -0.261 0.428 0.148
H 2.194 -2.298 -0.339 0.923 2.160 -0.818
H 3.742 -1.133 -0.066 -0.479 -0.001 -0.224
N -2.053 -0.425 -0.802 -0.652 3.163 0.617
N -1.369 0.880 -0.457 1.582 -1.817 -0.896
N 1.958 -0.164 -0.083 3.831 -1.219 -1.252
O 0.682 -0.300 -0.410 -2.381 -1.800 -0.712